1.
{
  "formula": "C16H19NO",
  "method": "ωB97M-V/def2-TZVPD",
  "lumo_energy_ev": 0.8,
  "homo_lumo_gap_ev": 8.2,
  "homo_energy_ev": -7.39,
  "smiles": "COc1ccc(CNc2ccc(C)c(C)c2)cc1",
  "e_above_lowest_kj_mol": 100.1,
  "elements": ["H", "H", "H", "C", "C", "C", "H", "H", "H", "N", "H", "H", "C", "C", "C", "C", "H", "C", "H", "H", "H", "C", "H", "H", "H", "C", "C", "O", "C", "H", "H", "C", "C", "C", "C", "H", "H"],
  "coordinates": [[-7.6378, -1.2153, -0.1012], [-0.1240, -0.3118, 1.0468], [1.7805, -1.5708, 1.0885], [5.7816, -0.0065, -0.6993], [-2.1549, -0.3187, -0.7896], [-1.9896, 0.8417, -0.0365], [-6.7414, -0.5145, 1.2684], [1.8212, 2.4005, -0.4921], [5.1966, -2.0182, 1.2737], [0.3001, 0.5405, 0.7121], [4.1685, 2.1239, -1.0824], [3.6742, -2.8980, 1.0987], [4.3342, 0.1325, -0.3336], [-4.3449, 0.7856, 0.4939], [3.6467, 1.3052, -0.6059], [-6.8359, -0.5335, 0.1777], [6.1441, 0.9002, -1.1775], [-3.0962, 1.3769, 0.6008], [-0.6876, 2.3867, 0.6798], [4.7336, -2.6629, -0.2962], [-3.5234, -1.8169, -1.4831], [3.6479, -0.9133, 0.2924], [-7.0747, 0.4720, -0.1842], [5.9298, -0.8408, -1.3852], [-5.1819, 1.2362, 1.0036], [-0.6263, 1.4643, 0.0865], [-3.3886, -0.9195, -0.9003], [-5.6753, -1.0407, -0.4335], [2.3109, -0.7582, 0.6085], [-1.3029, -0.7500, -1.2959], [6.3886, -0.1952, 0.1864], [4.3499, -2.1989, 0.6121], [2.3130, 1.4635, -0.2813], [-4.5016, -0.3718, -0.2588], [1.6165, 0.4214, 0.3291], [-0.2610, 1.7295, -0.9144], [-2.9898, 2.2749, 1.1922]],
  "atomic_forces_ev_per_a": [[0.0, 0.1, 0.0], [0.0, 0.1, -0.1], [0.0, -0.1, 0.1], [-0.1, 0.0, 0.0], [-0.1, 0.0, 0.0], [0.0, 0.2, 0.1], [0.0, 0.0, 0.0], [-0.1, 0.1, 0.0], [0.1, -0.1, 0.0], [-0.4, -0.3, 0.1], [0.1, 0.1, 0.0], [0.0, -0.1, 0.0], [0.0, 0.2, -0.1], [-0.4, -0.2, 0.0], [0.1, -0.2, 0.0], [-0.2, 0.1, 0.1], [0.1, 0.0, 0.0], [0.3, -0.1, -0.1], [-0.1, 0.0, -0.2], [0.1, -0.1, 0.0], [0.0, -0.1, -0.1], [-0.1, 0.1, 0.0], [0.0, 0.0, 0.0], [0.1, 0.0, -0.1], [-0.1, 0.0, 0.0], [0.1, 0.2, 0.1], [-0.2, 0.0, 0.0], [0.3, -0.1, -0.1], [0.0, 0.0, 0.0], [0.1, -0.1, -0.1], [0.1, 0.0, 0.0], [0.0, 0.1, 0.0], [-0.3, 0.0, 0.0], [0.1, 0.0, 0.0], [0.3, 0.1, 0.0], [0.0, 0.0, 0.1], [0.0, 0.1, 0.1]]
}


2.
{
  "formula": "C37H32N3O3P2S2Ti",
  "method": "ωB97M-V/def2-TZVPD",
  "total_charge": 3,
  "lumo_energy_ev": -8.9,
  "homo_lumo_gap_ev": 7.3,
  "homo_energy_ev": -16.22,
  "e_above_lowest_kj_mol": 87.3,
  "elements": ["C", "H", "C", "P", "H", "H", "H", "C", "H", "H", "N", "O", "H", "H", "H", "C", "N", "C", "C", "H", "H", "C", "C", "C", "C", "H", "C", "C", "C", "H", "H", "C", "H", "C", "C", "H", "C", "Ti", "H", "H", "C", "O", "H", "H", "H", "C", "C", "C", "H", "H", "H", "C", "C", "S", "H", "C", "H", "C", "C", "H", "H", "H", "C", "H", "C", "C", "H", "C", "C", "C", "C", "C", "H", "C", "P", "O", "C", "N", "C", "S"],
  "coordinates": [[-3.1072, 1.4910, 4.8839], [-1.6397, -1.8128, 0.8752], [-0.8217, -2.0742, 1.5513], [1.6827, 0.4919, -0.0791], [-6.3227, 3.5381, -1.5942], [2.6245, -4.3130, 0.0447], [-0.7109, 3.7174, 5.7815], [-0.4939, -3.3971, 1.7997], [-2.9002, 2.8520, 6.5208], [-0.3276, -4.9800, -4.6289], [-3.5204, 1.7510, -1.6120], [0.4337, -0.0146, -0.8328], [5.2841, -1.8385, 2.2948], [4.9261, 4.0602, -3.0290], [0.3530, 2.8053, 3.7559], [-0.7611, -2.0256, -2.9769], [-3.3827, -2.4082, -0.6365], [2.9056, -3.3371, 0.4068], [-3.0630, 3.9489, -2.3865], [1.4231, -3.6113, -5.7192], [-5.4561, 1.2467, -1.0974], [0.5238, -3.7015, 2.6920], [-0.9470, -3.3633, -3.3616], [-0.1237, -1.0591, 2.2015], [4.0191, -3.1975, 1.2223], [1.4041, -0.5760, 3.6333], [-4.3861, 4.2820, -2.1973], [-2.4629, -2.5646, -1.6157], [-1.2688, 1.4569, 3.3444], [-2.3429, 4.6603, -2.7625], [-4.7271, 5.2844, -2.4006], [4.2960, 3.3714, -2.4885], [0.7788, -4.7311, 2.8827], [-2.5182, 0.9798, 3.7427], [2.5671, -0.9651, 0.4875], [1.9938, -2.9322, 4.0483], [-5.2796, 3.3090, -1.7356], [-1.3344, 0.1155, -0.9843], [1.2244, 3.2025, -1.0810], [2.6583, 4.7437, -2.3434], [2.2140, 2.8890, -1.3895], [-3.0627, 0.5240, -1.3134], [-4.0756, 1.1327, 5.1998], [1.3059, -2.3268, -0.6061], [5.7559, 1.8023, -2.4704], [2.6857, 1.6128, -1.0781], [-0.1649, -3.9527, -4.3420], [3.6884, -0.8229, 1.3022], [0.3102, -0.1944, -3.3791], [4.0023, 0.1605, 1.6229], [0.8270, 2.4988, 1.0391], [-2.6280, 2.6580, -2.0790], [0.1911, -1.2454, -3.6319], [-2.2639, -4.0691, -2.4468], [1.7136, -1.2481, -5.1266], [0.8060, -3.1772, -4.9505], [-3.0108, 0.2136, 3.1553], [1.2090, -2.6899, 3.3501], [0.9734, -1.8377, -4.6085], [4.3221, 0.2348, -1.2151], [-1.0345, -4.1927, 1.3085], [-4.0446, -3.1576, -0.4849], [1.0203, 1.4662, 1.3507], [-3.7213, -1.4703, -0.4457], [3.0203, 3.7581, -2.1006], [3.9633, 1.2205, -1.4726], [4.5900, -4.0707, 1.4937], [-4.8223, 2.0465, -1.4556], [4.7636, 2.1041, -2.1759], [-1.2102, 2.9458, 5.2158], [-2.4461, 2.4648, 5.6227], [4.4100, -1.9438, 1.6712], [1.7594, 1.4753, 2.1507], [-0.6107, 2.4390, 4.0759], [-0.5408, 0.6726, 1.9060], [-1.5390, 0.7535, 0.7378], [2.1738, -2.2236, 0.0362], [-1.6142, -1.5997, -1.9565], [0.8829, -1.3677, 3.1134], [-1.0009, 2.1143, -2.2311]],
  "atomic_forces_ev_per_a": [[0.0, -0.1, -0.1], [0.2, -0.3, 0.3], [0.0, 0.4, 0.0], [1.8, 0.7, 0.6], [-0.1, 0.0, 0.0], [-0.1, -0.1, 0.0], [0.0, 0.0, 0.1], [-0.1, 0.0, -0.1], [-0.1, 0.1, 0.1], [0.1, -0.1, -0.1], [-0.2, 0.9, -0.2], [1.4, -0.3, -0.3], [0.1, 0.0, 0.1], [0.1, 0.1, -0.1], [0.1, 0.1, 0.0], [0.6, -0.5, -0.9], [0.0, 0.1, -0.3], [0.1, 0.1, 0.0], [0.0, -0.4, 0.1], [0.1, -0.1, -0.1], [0.1, 0.0, 0.0], [-0.1, 0.1, 0.0], [0.1, 0.5, 0.3], [-0.4, 0.4, 0.0], [-0.1, 0.0, -0.1], [0.1, 0.0, 0.1], [-0.1, -0.3, 0.1], [-0.3, -0.4, 0.1], [0.4, -0.3, -0.6], [0.0, 0.0, 0.0], [-0.1, 0.1, -0.1], [0.0, -0.2, 0.0], [0.0, -0.2, 0.0], [0.0, -0.1, -0.1], [-0.1, 0.4, -0.4], [0.1, 0.0, 0.1], [0.2, 0.0, -0.1], [-0.2, 0.5, -1.1], [0.1, 0.1, 0.0], [0.0, 0.1, 0.0], [-0.1, 0.1, 0.1], [-2.1, 0.9, -0.6], [0.0, 0.0, 0.0], [0.1, 0.0, 0.0], [0.1, 0.0, 0.0], [-0.3, -0.6, 0.6], [-0.1, 0.0, 0.1], [0.0, 0.1, 0.0], [0.1, -0.2, -0.2], [0.1, 0.1, 0.1], [0.0, -0.1, 0.0], [-0.2, 0.0, 0.0], [-0.1, 0.0, 0.2], [0.0, 0.4, 0.1], [0.1, 0.1, 0.0], [-0.1, 0.0, 0.0], [-0.1, 0.0, 0.1], [0.0, 0.1, 0.0], [-0.1, 0.0, 0.1], [0.1, -0.1, 0.0], [-0.1, -0.1, 0.0], [0.0, 0.1, 0.0], [-0.4, -0.5, -0.3], [-0.1, -0.3, -0.1], [-0.1, 0.0, 0.0], [0.0, -0.2, 0.1], [0.1, -0.1, 0.1], [-0.5, -0.1, 0.1], [0.0, 0.0, 0.0], [0.0, 0.0, 0.0], [0.0, 0.0, -0.1], [0.0, 0.1, 0.1], [0.1, 0.0, 0.1], [0.0, 0.0, -0.1], [0.9, 0.0, 1.8], [-0.7, -0.2, 0.2], [-0.2, 0.1, -0.2], [-0.4, -0.9, 0.2], [-0.1, 0.1, 0.0], [0.1, -0.5, 0.2]]
}


3.
{
  "formula": "C19H18N4O6S2",
  "method": "ωB97M-V/def2-TZVPD",
  "lumo_energy_ev": 0.3,
  "homo_lumo_gap_ev": 8.5,
  "homo_energy_ev": -8.25,
  "smiles": "COc1ccc2nc(NC(=O)CCNS(=O)(=O)c3ccc4c(c3)oc(=O)n4C)sc2c1",
  "e_above_lowest_kj_mol": 0.0,
  "elements": ["O", "H", "C", "C", "H", "S", "C", "H", "H", "H", "H", "C", "H", "S", "H", "C", "H", "C", "C", "C", "O", "N", "H", "C", "C", "C", "C", "O", "C", "O", "H", "C", "N", "H", "C", "H", "N", "H", "C", "C", "H", "N", "H", "H", "O", "H", "O", "C", "C"],
  "coordinates": [[-4.6450, -0.9103, -0.3152], [4.0051, 0.0027, -2.3855], [-5.4271, -0.1942, -1.2492], [3.5386, -0.3689, -1.4655], [2.4921, -0.0604, -1.4601], [3.7628, 1.8410, -0.0882], [2.0520, 1.7054, 0.4137], [-3.1229, -1.9333, 1.4053], [2.5774, -2.6483, 1.7039], [4.5421, -2.2534, -1.8668], [0.2347, 0.6817, 3.0906], [-0.5332, 1.4840, 1.2461], [-2.4271, 0.1403, 2.8128], [-0.0857, -2.3219, 1.5752], [-6.4429, -0.2279, -0.8597], [1.2066, -1.9677, 0.3914], [-3.1809, -0.0760, -2.4516], [-1.2252, -1.6851, 0.4223], [-2.7047, 1.1397, 2.4791], [-1.2656, -0.6725, -1.7645], [3.8204, 2.5357, -1.3428], [4.1310, 0.2226, -0.2828], [-5.0952, 0.8449, -1.3155], [3.6491, -2.3630, 0.0305], [-2.6343, -0.5405, -1.6479], [-0.2312, 1.9900, -0.0288], [-2.4225, 2.0240, 0.1763], [-1.3921, 2.3108, -0.6655], [0.4651, 1.0730, 2.1132], [4.6392, -2.7801, 0.5793], [-5.4030, -0.6647, -2.2365], [3.6195, -1.9013, -1.4043], [2.4723, -2.3118, 0.7523], [-2.5699, 1.8477, 3.2992], [1.7735, 1.1920, 1.6680], [5.1193, 0.0426, -0.1774], [0.8171, -1.4351, -0.7009], [2.6034, 0.9035, 2.2921], [1.0662, 2.1146, -0.4702], [-2.5927, -1.5771, 0.5376], [1.3293, 2.5163, -1.4337], [-1.9031, 1.5207, 1.3488], [-3.7459, 1.1457, 2.1604], [2.7589, -2.3260, -1.9193], [-3.5806, 2.1881, -0.0840], [-0.7509, -0.3292, -2.6472], [4.5541, 2.3191, 1.0031], [-3.3101, -0.9907, -0.5071], [-0.5378, -1.2466, -0.7310]],
  "atomic_forces_ev_per_a": [[0.0, -0.1, 0.2], [-0.1, -0.1, 0.1], [-0.1, 0.2, -0.2], [-0.3, -0.1, -0.5], [0.1, -0.2, -0.2], [0.0, -0.4, 0.1], [0.6, 0.0, -0.2], [-0.1, 0.0, 0.1], [0.1, 0.0, -0.2], [-0.1, -0.1, 0.1], [0.0, 0.0, 0.1], [0.5, 0.2, -0.4], [0.0, 0.0, 0.0], [0.2, 0.0, -0.4], [0.0, 0.0, -0.1], [-1.1, 0.0, 0.2], [-0.1, 0.1, -0.1], [0.2, 0.1, -0.3], [-0.1, 0.0, 0.1], [0.2, -0.2, 0.2], [-0.3, -0.1, -0.1], [0.0, 0.7, 0.3], [0.0, -0.1, 0.0], [0.0, -0.1, -0.4], [-0.4, 0.0, 0.0], [0.6, -0.3, 0.8], [-0.6, -0.2, 0.5], [0.1, 0.3, -0.4], [-0.2, 0.1, -0.1], [0.3, 0.0, 0.1], [0.0, 0.0, 0.0], [0.2, 0.2, 0.1], [0.1, -0.2, 0.8], [0.0, 0.0, 0.0], [0.1, 0.0, 0.1], [0.3, 0.2, 0.2], [0.9, 0.0, -0.3], [0.1, -0.1, 0.2], [-0.5, 0.1, -0.2], [-0.2, 0.1, -0.1], [0.0, 0.1, -0.2], [0.2, 0.1, -0.3], [0.1, 0.0, 0.0], [0.0, 0.0, -0.1], [-0.1, 0.2, -0.2], [0.1, 0.1, -0.1], [0.0, -0.2, 0.2], [0.4, -0.1, 0.1], [-0.9, -0.1, 0.4]]
}


4.
{
  "formula": "C20H22BN10OPt",
  "method": "ωB97M-V/def2-TZVPD",
  "lumo_energy_ev": [0.1, -0.6],
  "homo_lumo_gap_ev": [7.3, 7.3],
  "homo_energy_ev": [-7.29, -7.90],
  "e_above_lowest_kj_mol": 165.3,
  "spin_multiplicity": 2,
  "elements": ["C", "C", "N", "C", "N", "N", "H", "C", "B", "N", "H", "H", "C", "H", "C", "N", "N", "H", "N", "C", "H", "C", "H", "H", "C", "C", "H", "H", "H", "C", "H", "H", "H", "H", "C", "C", "C", "N", "C", "C", "C", "H", "H", "N", "H", "C", "H", "Pt", "H", "N", "O", "H", "C", "H", "C"],
  "coordinates": [[2.7574, -1.8762, -0.1284], [0.9000, 4.0527, -0.8688], [0.5890, 1.7020, -0.5496], [3.4945, 3.5699, -1.7331], [1.5342, -1.6364, 0.3254], [0.2161, 0.0220, 2.4663], [-1.3627, -5.0538, 0.0081], [2.4418, -3.1573, 1.6219], [0.0426, -2.3884, 2.2805], [-1.1725, -2.2500, 1.3532], [1.1353, -5.5402, -0.5150], [1.9409, -4.2119, -1.2604], [1.7212, 5.1130, -1.2020], [0.0659, -1.5668, 5.2659], [-0.1410, -5.8542, 3.0650], [-0.0036, -4.8294, 2.2460], [-0.0705, -3.7157, 3.0253], [-2.5677, -3.5537, 2.2471], [0.1247, -1.1149, 3.1810], [0.1166, -0.8181, 4.5007], [-0.1212, -6.8588, 2.6725], [0.2782, 1.0234, 3.3235], [4.4992, 3.3840, -2.0889], [2.4854, -3.8563, 2.4388], [-1.3007, -4.9830, -1.0804], [3.3814, -2.8415, 0.6607], [1.3480, 6.1262, -1.1339], [3.1096, -1.3642, -1.0075], [-0.4406, -6.0346, 5.2786], [-3.1802, -2.3746, 0.4484], [4.3683, -3.2526, 0.5481], [-0.1160, 4.2152, -0.5341], [0.2421, 1.1090, 5.5565], [-0.3663, -3.3450, 5.1058], [3.0261, 4.8762, -1.6250], [0.2146, 0.5471, 4.6401], [1.3834, 2.7354, -0.9368], [1.3420, -2.4236, 1.4099], [-2.3714, -2.8442, 1.4617], [-0.0814, -4.1749, -1.4532], [2.6806, 2.5043, -1.3982], [-2.5875, -0.9046, -1.1420], [3.0142, 1.4778, -1.4910], [1.1096, -4.7715, -1.1620], [-4.2007, -2.6435, 0.2448], [-0.2563, -4.0657, 4.3210], [0.3609, 2.0347, 2.9586], [0.3193, 0.0244, -0.0359], [-2.1877, -4.4892, -1.4636], [-1.1738, -1.4144, 0.2973], [-0.1402, -3.0797, -1.9773], [3.6744, 5.7060, -1.8733], [-2.3746, -1.4790, -0.2563], [-1.2309, -5.9928, -1.4874], [-0.3048, -5.4343, 4.3969]],
  "atomic_forces_ev_per_a": [[0.0, 0.0, -0.1], [0.0, 0.2, 0.0], [1.6, -0.1, -0.5], [-0.1, 0.0, 0.0], [0.1, 0.3, 0.2], [0.0, 0.0, 0.4], [0.0, 0.0, -0.1], [0.1, 0.0, 0.0], [0.2, 0.3, 0.3], [0.1, -0.1, -0.2], [0.0, 0.1, 0.1], [0.0, 0.0, 0.1], [0.0, -0.1, 0.0], [0.0, 0.0, 0.0], [0.0, 0.0, 0.0], [0.0, 0.1, 0.1], [0.1, -0.1, -0.1], [0.0, 0.0, 0.0], [-0.1, -0.2, 0.0], [0.1, 0.0, 0.0], [0.0, 0.0, 0.0], [-0.1, 0.0, 0.0], [0.0, 0.0, 0.0], [0.0, 0.0, 0.0], [0.0, 0.0, 0.0], [0.0, 0.0, 0.0], [0.0, 0.0, 0.0], [0.0, 0.1, 0.0], [0.0, 0.0, 0.0], [0.0, 0.0, 0.1], [0.0, 0.0, 0.0], [0.0, 0.0, 0.0], [0.0, 0.0, 0.0], [0.0, 0.0, 0.0], [0.0, 0.0, 0.0], [0.0, 0.0, 0.0], [-1.0, 0.2, 0.3], [-0.2, 0.1, -0.2], [-0.1, 0.1, 0.0], [0.0, 0.1, 0.1], [0.4, -0.2, 0.0], [0.0, 0.0, 0.0], [0.0, 0.0, 0.0], [0.0, -0.1, -0.1], [0.0, 0.0, 0.0], [0.0, 0.0, 0.0], [0.0, 0.0, 0.0], [-1.1, -0.4, -0.4], [0.0, 0.0, 0.0], [0.0, 0.0, 0.4], [0.0, -0.1, -0.2], [0.0, 0.0, 0.0], [0.0, 0.0, -0.2], [0.0, 0.0, 0.0], [0.0, 0.0, 0.0]]
}


Number 1: E_tot -20437.91673 eV. Number 2: E_tot -112846.55848 eV. Number 3: E_tot -59912.38163 eV. Number 4: E_tot -41969.25223 eV.